Entry 1:
The following is a quantum chemistry calculation of C9H32AgN16O11 as an isolated structure at a distorted geometry, from OMol25.

Atoms and positions in Å:
Ag (20.02426, 24.66293, 11.03475)
O (17.59872, 21.86793, 9.13006)
O (15.73754, 20.87642, 9.53172)
O (20.25589, 23.93798, 15.99944)
O (16.40160, 15.58735, 15.67192)
O (11.88704, 22.22449, 3.63752)
O (9.65437, 21.81734, 14.12178)
O (12.23282, 14.47123, 7.14852)
O (19.83064, 18.14661, 2.93806)
O (16.85299, 22.05914, 11.03188)
O (16.31957, 27.67701, 11.31689)
O (21.03884, 26.61342, 6.67763)
N (20.76059, 23.39975, 18.18240)
N (19.45618, 26.13837, 5.19617)
N (16.25736, 17.78594, 15.31926)
N (11.87872, 21.97320, 13.75336)
N (20.90632, 27.84169, 4.86527)
N (10.65438, 21.72534, 12.11424)
N (14.80090, 29.08881, 10.59909)
N (11.94791, 21.39242, 5.75035)
N (20.37816, 19.47506, 4.63654)
N (18.76098, 23.06998, 17.34398)
N (18.31494, 19.06125, 4.26653)
N (14.10364, 27.20975, 11.33082)
N (13.44882, 22.72521, 5.12665)
N (14.23737, 15.48908, 7.44557)
N (12.45515, 16.17619, 8.52697)
N (16.11784, 16.46766, 13.67905)
C (20.46910, 26.86290, 5.66569)
C (16.27546, 16.56429, 14.93955)
C (10.63651, 21.84823, 13.37906)
C (12.91395, 15.32819, 7.69539)
C (12.34615, 22.16423, 4.75210)
C (19.92504, 23.54999, 17.12955)
C (16.70180, 21.57802, 9.94179)
C (19.54859, 18.82304, 3.86289)
C (15.14442, 27.97303, 11.12190)
H (13.80344, 29.24743, 10.59443)
H (14.22011, 26.26286, 11.66238)
H (11.45844, 16.25841, 8.66808)
H (16.08526, 18.47591, 14.60201)
H (13.86776, 22.43474, 5.99855)
H (9.74015, 21.69345, 11.68615)
H (21.38771, 19.48786, 4.60926)
H (15.91067, 15.60669, 13.19335)
H (14.62461, 14.84732, 6.76861)
H (20.71245, 28.01572, 3.88945)
H (18.45564, 22.66958, 18.21953)
H (13.09877, 16.85102, 8.91486)
H (19.90170, 19.92007, 5.40794)
H (18.23241, 22.89638, 16.50102)
H (15.41751, 29.79424, 10.22194)
H (18.89395, 26.46402, 4.42289)
H (13.21523, 27.56560, 11.00803)
H (18.17071, 19.58711, 5.11669)
H (16.14636, 17.29871, 13.10578)
H (21.71958, 23.71194, 18.12783)
H (16.47277, 17.94242, 16.29353)
H (21.62562, 28.39964, 5.30276)
H (11.24404, 20.69218, 5.56507)
H (17.56914, 18.83755, 3.62322)
H (19.29312, 25.27585, 5.69573)
H (14.66773, 16.31039, 7.84602)
H (13.62840, 23.60257, 4.65965)
H (20.37304, 23.09942, 19.06540)
H (12.17893, 21.97889, 14.71770)
H (12.64748, 22.00787, 13.09922)
H (12.72088, 21.20108, 6.37164)
H (11.47708, 21.70621, 11.52867)

Atoms 1-6, force components in eV/Å:
-0.52 -0.25 -0.09
2.29 0.45 -2.55
-0.12 -0.13 0.25
0.26 0.25 0.79
0.07 -0.09 0.59
-1.23 0.65 -0.82

Energy in eV: -60214.124
Expectation value of S²: 0.76
2S+1: 2
HOMO level (spin up / spin down) in hartree: -0.3342 / -0.3261
Kohn-Sham gap (spin up / spin down) in Ha: 0.184 / 0.177


Entry 2:
The following is a quantum chemistry calculation of a 7-piece molecular cluster, C9H32N12O7 overall at a distorted geometry, from OMol25.

Atoms and positions in Å:
O (1.43814, -2.65847, -5.44255)
O (-0.44657, -4.00922, 1.89646)
O (1.30534, 5.58023, -2.66435)
O (0.59744, 2.00710, 2.22349)
O (2.35621, -0.94780, 4.34183)
O (-1.23507, 1.42590, -3.04083)
O (0.21947, -1.55594, -1.02446)
N (-1.66926, -3.88333, 0.00693)
N (-2.63429, -4.70011, 1.90122)
N (0.74830, 3.63241, -1.60274)
N (4.61635, -0.67421, 4.08817)
N (0.40904, 3.80699, -3.80430)
N (2.20414, -2.05191, -3.39345)
N (0.18303, 0.59707, -0.19283)
N (3.12535, 0.64804, 2.96764)
N (-0.03601, -2.28100, -3.74579)
N (0.90100, -1.08881, 1.10485)
N (-3.29822, 0.81140, -2.30440)
N (-2.53150, -0.05842, -4.22566)
C (3.31313, -0.34478, 3.86687)
C (1.21098, -2.36004, -4.27044)
C (-2.27641, 0.78982, -3.18662)
C (-0.36030, 1.35500, 4.36216)
C (-1.53564, -4.15557, 1.32110)
C (0.79494, 4.47152, -2.69037)
C (-0.57068, 2.06917, 3.00768)
C (-1.77678, 1.47279, 2.27914)
C (0.31368, -0.78096, -0.06781)
H (0.67785, 1.52551, 4.65108)
H (0.20670, 2.79064, -1.66878)
H (-2.69630, 1.69349, 2.82987)
H (4.77653, -1.46795, 4.68282)
H (-1.70024, 0.40040, 2.09746)
H (-3.37718, -4.91334, 1.26641)
H (-0.14186, -2.00271, -2.77917)
H (0.62614, -0.61179, 1.94067)
H (0.99200, 3.98495, -0.69666)
H (-4.00620, 0.10968, -2.38969)
H (-1.87657, -0.16237, -4.98156)
H (1.07185, 2.83654, 2.34753)
H (-2.68368, -4.77401, 2.89923)
H (-2.55699, -4.11258, -0.39554)
H (-0.15388, 2.98852, -3.62655)
H (1.32474, -2.00573, 1.13476)
H (-0.86360, -2.26830, -4.30665)
H (-0.98532, -3.26644, -0.40608)
H (1.86269, -1.88355, -2.46010)
H (2.15448, 0.71209, 2.69420)
H (5.39333, -0.17220, 3.70637)
H (3.86080, 1.20427, 2.57756)
H (-1.10352, 1.63578, 5.10089)
H (-2.06265, 2.02440, 1.37808)
H (0.23296, 1.17836, 0.64118)
H (-3.18409, 1.32954, -1.45094)
H (-0.01334, 0.94210, -1.12511)
H (-0.34700, 0.28968, 4.11404)
H (-3.40205, -0.54614, -4.29982)
H (-1.00591, 3.04858, 3.24034)
H (3.12938, -1.90005, -3.73990)
H (0.48510, 4.27576, -4.68691)

Atoms 1-6, force components in eV/Å:
-0.24 0.21 0.36
-1.36 0.32 -0.10
-0.40 -0.04 0.08
0.00 0.77 -0.14
0.45 0.11 0.08
-0.26 -0.05 -0.13

Energy in eV: -42071.471
2S+1: 1
HOMO level in hartree: -0.3364
Kohn-Sham gap in Ha: 0.336
SMILES: NC(N)=O.NC(N)=O.NC(N)=O.NC(N)=O.NC(N)=O.NC(N)=O.CC(C)O
ΔE to the lowest compared entry with this formula, charge and spin in eV: 1.342


Entry 3:
The following is a quantum chemistry calculation of a 7-piece molecular cluster, C9H32O7 overall at a distorted geometry, from OMol25.

Atoms and positions in Å:
O (2.84224, -2.98704, 0.75538)
O (0.20231, -0.14998, 0.36317)
O (-4.61918, -1.07879, -0.68716)
O (1.33579, 2.80514, -1.76969)
O (0.14822, 2.63985, 1.49523)
O (0.15173, -2.84718, 0.52100)
O (2.26241, 0.36375, -1.40716)
C (-3.61572, -0.29838, -0.08451)
C (1.03718, -0.61862, -3.27964)
C (2.23409, -0.72291, -2.30238)
C (-3.09478, -1.00041, 1.12674)
C (3.31610, -1.83609, 1.44716)
C (-0.98586, 3.35980, 0.96198)
C (2.55383, -1.70849, 2.75061)
C (-2.25786, 2.89575, 1.56452)
C (-2.49685, 0.10665, -1.08350)
H (0.16993, -0.55499, -2.62243)
H (-3.09614, 3.53195, 1.28055)
H (3.16826, 0.57195, -1.16697)
H (4.38474, -1.90604, 1.65021)
H (3.20713, -0.90990, 0.88289)
H (0.21744, 0.68526, 0.83047)
H (1.46925, -1.71191, 2.64208)
H (-2.30888, 2.96245, 2.65128)
H (-0.00159, -1.90519, 0.59433)
H (-4.08681, 0.64655, 0.18618)
H (-4.23933, -1.66795, -1.34305)
H (1.41966, 1.85249, -1.81025)
H (0.94741, -0.10335, -0.23590)
H (-2.56744, -1.88826, 0.77782)
H (-0.84834, 4.42322, 1.15773)
H (-1.92493, -0.81204, -1.21401)
H (3.44040, -3.12879, 0.01801)
H (-2.47204, 1.86581, 1.27915)
H (2.81458, -2.51300, 3.43826)
H (-2.41331, -0.45770, 1.78185)
H (1.09128, -2.94992, 0.67242)
H (-1.72592, 0.84214, -0.85366)
H (2.29844, -1.69686, -1.81723)
H (1.13223, 0.27958, -3.88981)
H (0.88426, -1.47042, -3.94233)
H (-3.88557, -1.33020, 1.80052)
H (0.90295, 3.04308, -2.58961)
H (-1.02381, 3.30528, -0.12600)
H (3.15025, -0.63935, -2.88698)
H (0.92585, 3.17103, 1.30887)
H (2.89937, -0.79056, 3.22613)
H (-2.94284, 0.33255, -2.05209)

Atoms 1-6, force components in eV/Å:
0.52 0.11 0.12
-0.65 -0.32 0.36
-0.54 -0.10 -0.44
-0.44 1.07 0.10
-0.93 0.12 -0.11
-0.94 -0.80 -0.08

Energy in eV: -24183.314
Expectation value of S²: 0.75
Total charge: -1
2S+1: 2
HOMO level (spin up / spin down) in hartree: 0.0140 / -0.2678
Kohn-Sham gap (spin up / spin down) in Ha: 0.095 / 0.375
ΔE to the lowest compared entry with this formula, charge and spin in eV: 0.000


Entry 4:
The following is a quantum chemistry calculation of a 7-piece molecular cluster, C9H34NO6 overall at a distorted geometry, from OMol25.

Atoms and positions in Å:
O (-1.96107, -0.22118, -1.72613)
O (0.40038, 0.81974, -2.82865)
O (-0.78235, 0.85694, 4.77137)
O (0.25601, 3.01178, 0.42652)
O (1.95346, -1.90629, 0.55662)
O (-1.52577, -0.11056, 2.22791)
N (0.17888, 0.18709, 0.02184)
C (1.64732, 0.32677, -3.33813)
C (1.13724, 2.11988, 4.01182)
C (-3.90806, -1.55504, -2.29039)
C (1.31216, -0.37724, 4.52560)
C (2.57529, 1.49921, -3.64406)
C (-2.17463, -2.33971, -0.60698)
C (1.32661, -0.55700, -4.54591)
C (0.68062, 0.96118, 4.85487)
C (-2.44610, -1.56070, -1.88733)
H (-2.17691, 0.22696, -2.55121)
H (2.53411, -2.49159, 0.05307)
H (2.49500, 2.27462, -2.87937)
H (2.09258, -0.27506, -2.53905)
H (3.60979, 1.15496, -3.60515)
H (-4.27592, -2.57210, -2.42048)
H (0.97586, -1.19406, 5.16423)
H (-0.30121, 0.04024, -0.88335)
H (-4.54568, -1.04578, -1.56417)
H (0.96504, 0.01970, -5.40225)
H (-2.26789, -3.41109, -0.78484)
H (-0.46331, 0.12880, 0.84623)
H (-1.13756, 0.29987, 3.03679)
H (0.44724, 2.96290, 4.03883)
H (-4.00857, -0.98573, -3.21811)
H (2.18350, -1.12670, -4.90670)
H (2.11269, 2.48936, 4.32379)
H (0.00000, 1.32367, -3.54897)
H (0.48732, 1.17220, -0.00403)
H (1.18477, 1.81299, 2.96220)
H (-1.17230, -2.18518, -0.20798)
H (2.29322, 1.98037, -4.58193)
H (-1.04452, 0.36201, 5.55340)
H (0.79867, 1.11663, 5.93375)
H (-0.44970, 3.45891, 0.91091)
H (1.03243, 3.57363, 0.54517)
H (0.50746, -1.20629, -4.23590)
H (-2.92091, -2.04963, 0.13575)
H (-1.92727, -2.06270, -2.71578)
H (0.95715, -0.48949, 0.14922)
H (-1.75511, -1.00753, 2.49752)
H (1.08358, -0.65203, 3.48991)
H (2.40120, -0.34383, 4.60210)
H (1.61525, -2.45389, 1.27746)

Atoms 1-6, force components in eV/Å:
-0.34 -0.41 -0.09
0.08 0.11 0.07
0.58 -0.01 -0.66
0.16 0.23 0.17
0.10 -0.40 0.13
0.47 0.12 0.27

Energy in eV: -23654.979
Total charge: +1
2S+1: 1
HOMO level in hartree: -0.4751
Kohn-Sham gap in Ha: 0.388
ΔE to the lowest compared entry with this formula, charge and spin in eV: 0.000


Question: What is the energy in the second record?
Answer: -42071.471 eV